a | DFT (the ωB97M-V functional and the def2-TZVPD basis) results for 2 unconnected molecules or ions with the total composition C8H16Si.

Results
HOMO energy = -7.87 eV
Kohn-Sham gap = 8.70 eV
SMILES = C=C=[SiH]C(C)C.C=CC

Last column: natural (NBO) charge in e.
Element x y z (Å)
C  -0.250  3.504  0.732  -0.37
C  0.587  2.457  0.855  -0.65
C  -2.423  -1.454  -1.042  -0.66
C  -3.893  -0.314  0.725  -0.41
C  1.798  -1.260  -0.997  -0.61
C  3.591  -0.394  0.601  -0.61
C  -2.975  -0.271  -0.256  -0.16
C  2.369  -0.028  -0.260  -0.55
Si  0.965  0.792  0.881  1.08
H  -0.174  4.376  1.284  0.19
H  -2.101  -2.251  -0.328  0.22
H  -3.119  -1.836  -1.782  0.23
H  -1.499  -1.131  -1.528  0.21
H  -4.080  0.500  1.377  0.21
H  -4.140  -1.322  0.937  0.18
H  -0.957  3.568  -0.054  0.19
H  2.424  -1.474  -1.803  0.21
H  1.696  -2.103  -0.345  0.20
H  0.717  -1.027  -1.279  0.21
H  3.321  -1.302  1.066  0.20
H  3.955  0.352  1.229  0.22
H  4.237  -0.713  -0.202  0.20
H  -2.740  0.758  -0.555  0.19
H  2.568  0.670  -1.031  0.22
H  0.124  -0.094  1.776  -0.14

=====

b | DFT (the ωB97M-V functional and the def2-TZVPD basis) results for C8H16Si in the gas phase.

Results
HOMO energy (alpha / beta) = -8.13 / -7.57 eV
Kohn-Sham gap (alpha / beta) = 7.97 / 7.01 eV

Last column: natural (NBO) charge in e.
Element x y z (Å)
C  -2.272  0.895  0.465  -0.41
C  -1.392  1.130  -0.759  -0.38
C  -1.710  -0.221  1.339  -0.38
C  -1.212  -0.179  -1.552  -0.53
C  -1.503  -1.506  0.511  -0.53
C  3.048  -0.208  0.550  -0.41
C  -0.631  -1.204  -0.650  -0.07
C  3.616  1.062  0.037  -0.70
Si  1.484  -1.104  -0.280  0.89
H  -2.339  1.817  1.048  0.21
H  -3.282  0.633  0.143  0.20
H  -1.833  1.893  -1.402  0.21
H  -0.407  1.480  -0.440  0.19
H  -0.746  0.085  1.753  0.20
H  -2.390  -0.426  2.170  0.21
H  -2.193  -0.505  -1.914  0.21
H  -0.567  0.002  -2.414  0.22
H  -1.063  -2.279  1.145  0.22
H  -2.482  -1.857  0.168  0.20
H  3.189  -0.346  1.618  0.17
H  3.093  1.934  0.451  0.23
H  3.554  1.118  -1.049  0.21
H  4.663  1.156  0.339  0.22
H  1.835  -0.982  -1.699  -0.19
H  1.540  -2.388  0.422  -0.19

=====

b ends up most stable, edging out the next structure by 48.4 kJ/mol.

=====

a | DFT (the ωB97M-V functional and the def2-TZVPD basis) results for C3H2OS in the gas phase.

Results
HOMO energy = -8.92 eV
Kohn-Sham gap = 7.77 eV
SMILES = C#CC(O)=S

Last column: natural (NBO) charge in e.
Element x y z (Å)
C  -0.067  0.545  -0.696  0.19
C  -0.172  0.080  0.531  -0.16
C  -0.215  -0.331  1.679  -0.05
H  0.486  -1.261  -1.178  0.49
H  -0.115  -0.815  2.560  0.22
O  0.243  -0.407  -1.618  -0.62
S  -0.160  2.188  -1.279  -0.07

=====

b | DFT (the ωB97M-V functional and the def2-TZVPD basis) results for 2 unconnected molecules or ions with the total composition C3H2OS.

Results
HOMO energy (alpha / beta) = -9.15 / -9.09 eV
Kohn-Sham gap (alpha / beta) = 7.25 / 7.13 eV
SMILES = C1=CC=1.O=S

Last column: natural (NBO) charge in e.
Element x y z (Å)
C  1.128  -0.605  -0.592  -0.19
C  0.061  -1.240  -0.042  -0.21
C  1.196  -2.023  -0.359  -0.06
O  -1.722  2.827  0.554  -0.68
S  -1.260  1.585  1.150  0.69
H  1.443  0.328  -1.010  0.24
H  -0.845  -0.872  0.298  0.22

=====

a ends up most stable, edging out the next structure by 334.0 kJ/mol.

=====

a | DFT (the ωB97M-V functional and the def2-TZVPD basis) results for C3H2OS in the gas phase.

Results
HOMO energy = -9.08 eV
Kohn-Sham gap = 8.79 eV
SMILES = C#CC(O)=S

Last column: natural (NBO) charge in e.
Element x y z (Å)
C  0.100  0.172  -0.054  0.13
C  -1.180  -0.484  -0.123  -0.10
C  -2.319  -0.543  0.043  -0.16
H  -1.013  1.748  -0.103  0.50
H  -3.287  -0.947  0.263  0.24
O  -0.053  1.481  0.037  -0.63
S  1.570  -0.470  0.022  0.01

=====

b | DFT (the ωB97M-V functional and the def2-TZVPD basis) results for C3H2OS in the gas phase.

Results
HOMO energy = -9.04 eV
Kohn-Sham gap = 8.35 eV
SMILES = C#CC(O)=S

Last column: natural (NBO) charge in e.
Element x y z (Å)
C  0.550  0.339  -0.096  0.16
C  -0.627  -0.321  -0.167  -0.13
C  -1.741  -0.777  -0.119  -0.08
H  2.266  0.469  0.695  0.51
H  -2.652  -1.329  -0.096  0.24
O  1.576  -0.237  0.515  -0.63
S  0.630  1.856  -0.732  -0.07

=====

b ends up most stable, edging out the next structure by 35.8 kJ/mol.

=====

a | DFT (the ωB97M-V functional and the def2-TZVPD basis) results for 8 unconnected molecules or ions with the total composition C22H56O14.

Results
HOMO energy = -9.15 eV
Kohn-Sham gap = 9.67 eV
SMILES = O=C1OCCO1.COCCOC.COCCOC.COCCOC.COCCOC.CO.CO.CO

Last column: Mulliken charge in e.
Element x y z (Å)
C  -0.750  3.935  3.645  -0.78
O  -0.610  2.533  3.699  -0.39
H  0.179  4.479  3.475  0.26
H  -1.477  4.206  2.880  0.30
H  -1.171  4.286  4.587  0.27
H  -0.757  2.257  2.792  0.38
C  -0.359  0.718  0.765  -0.46
O  -0.305  2.121  1.023  -0.85
H  0.322  0.197  1.438  0.30
H  -1.384  0.347  0.787  0.45
H  -0.051  0.478  -0.253  -0.03
H  0.614  2.381  1.114  0.64
C  -0.762  4.533  -1.378  -0.25
O  -1.630  5.255  -2.245  -0.58
H  -1.100  3.502  -1.276  0.09
H  0.205  4.464  -1.876  0.20
H  -0.823  5.031  -0.410  0.26
H  -1.494  4.957  -3.148  0.29
C  2.533  -2.679  1.135  -0.43
C  1.037  -2.768  1.241  0.85
O  0.740  -2.411  -0.093  -0.16
C  1.812  -2.029  -0.781  0.59
O  1.801  -1.612  -1.951  -0.66
O  2.842  -1.986  -0.001  -0.33
H  2.955  -3.683  1.105  0.28
H  2.947  -2.162  2.001  0.24
H  0.638  -2.094  1.999  -0.19
H  0.760  -3.811  1.399  -0.21
C  -0.044  1.239  -3.603  -0.25
O  0.426  1.586  -4.891  -0.42
C  1.825  1.737  -4.986  -0.32
C  2.225  2.264  -6.366  -0.63
O  1.566  3.506  -6.499  -0.25
C  1.695  4.106  -7.816  -0.78
H  0.355  0.305  -3.208  0.24
H  -1.133  1.191  -3.585  0.41
H  0.265  1.958  -2.844  -0.14
H  2.162  0.713  -4.824  0.41
H  2.234  2.345  -4.179  0.16
H  1.913  1.609  -7.179  0.38
H  3.306  2.394  -6.342  0.35
H  2.733  4.428  -7.891  0.30
H  1.103  5.018  -7.895  0.23
H  1.374  3.443  -8.620  0.30
C  2.804  2.167  -0.567  -0.71
O  2.308  2.044  0.756  -0.23
C  3.431  2.043  1.689  -0.87
C  2.977  1.939  3.153  -0.39
O  2.365  0.611  3.240  0.02
C  2.189  0.086  4.586  -0.93
H  3.422  1.278  -0.696  0.39
H  3.393  3.056  -0.795  0.36
H  1.927  2.175  -1.214  -0.04
H  4.088  2.893  1.505  0.49
H  4.154  1.237  1.570  0.37
H  2.184  2.677  3.278  0.05
H  3.851  2.056  3.793  0.46
H  2.099  -1.000  4.557  0.24
H  1.265  0.507  4.982  0.22
H  2.969  0.345  5.302  0.39
C  -1.037  -5.735  2.852  -0.89
O  -0.964  -4.326  3.382  -0.23
C  -2.082  -3.877  4.158  -0.65
C  -1.827  -2.462  4.683  -0.62
O  -1.867  -1.635  3.558  0.16
C  -1.962  -0.228  3.848  -0.33
H  -1.645  -5.909  1.964  0.30
H  -1.346  -6.330  3.711  0.41
H  -0.046  -6.070  2.544  0.25
H  -2.212  -4.537  5.016  0.47
H  -3.015  -3.986  3.605  0.32
H  -0.886  -2.438  5.233  0.29
H  -2.554  -2.229  5.461  0.42
H  -2.912  0.151  4.226  0.36
H  -1.816  0.220  2.866  -0.39
H  -1.114  0.140  4.425  0.25
C  -3.108  -3.501  -4.457  -0.77
O  -2.921  -3.452  -3.105  -0.35
C  -2.595  -2.155  -2.546  -0.63
C  -2.360  -2.368  -1.002  0.59
O  -3.585  -2.476  -0.316  -0.46
C  -3.540  -2.592  1.089  -0.30
H  -4.075  -3.070  -4.716  0.30
H  -3.131  -4.543  -4.775  0.26
H  -2.310  -3.051  -5.048  0.29
H  -3.450  -1.510  -2.746  0.41
H  -1.701  -1.850  -3.089  0.28
H  -1.762  -1.563  -0.576  -0.36
H  -1.758  -3.252  -0.792  0.24
H  -4.566  -2.699  1.441  0.37
H  -3.105  -1.695  1.531  0.12
H  -2.894  -3.372  1.493  -0.04

=====

b | DFT (the ωB97M-V functional and the def2-TZVPD basis) results for 10 unconnected molecules or ions with the total composition C22H56O14.

Results
HOMO energy = -9.51 eV
Kohn-Sham gap = 9.88 eV
SMILES = CCOC(C)=O.CCOC(C)=O.CCOC(C)=O.CCOC(C)=O.CO.CO.CO.CO.CO.CO

Last column: Mulliken charge in e.
Element x y z (Å)
O  3.926  -0.300  -3.484  -0.52
C  3.543  -0.491  -4.618  0.75
O  2.168  -0.533  -4.987  -0.42
C  1.167  -0.469  -3.916  0.81
C  -0.219  -0.398  -4.446  -1.23
C  4.513  -0.694  -5.796  -1.09
H  1.319  0.401  -3.277  0.11
H  1.310  -1.310  -3.237  -0.18
H  -0.475  -1.261  -5.061  0.43
H  -0.287  0.416  -5.168  0.40
H  -0.950  -0.193  -3.665  0.06
H  5.397  -0.063  -5.702  0.33
H  4.046  -0.407  -6.738  0.33
H  4.848  -1.725  -5.907  0.27
O  0.957  -3.472  -1.617  -0.65
C  1.745  -3.356  -0.652  0.57
O  1.818  -4.189  0.404  -0.23
C  0.967  -5.285  0.485  -0.03
C  1.519  -6.233  1.554  -1.19
C  2.791  -2.241  -0.638  0.41
H  1.004  -5.792  -0.480  0.37
H  -0.034  -4.898  0.673  0.07
H  2.564  -6.480  1.371  0.30
H  0.946  -7.160  1.576  0.40
H  1.470  -5.697  2.502  0.26
H  2.592  -1.624  0.239  -0.48
H  2.712  -1.639  -1.543  -0.32
H  3.832  -2.562  -0.655  0.50
O  -5.430  3.555  -1.265  -0.55
C  -6.079  3.603  -0.229  0.75
O  -5.714  3.154  0.949  -0.34
C  -4.475  2.523  1.144  -0.18
C  -4.645  0.995  1.195  -0.62
C  -7.363  4.333  -0.197  -0.99
H  -4.099  2.890  2.099  0.29
H  -3.812  2.889  0.359  0.23
H  -3.697  0.462  1.124  -0.05
H  -5.145  0.631  0.297  0.18
H  -5.124  0.636  2.106  0.43
H  -7.858  4.298  0.773  0.29
H  -7.918  3.792  -0.964  0.28
H  -7.202  5.380  -0.453  0.28
O  2.045  -0.166  2.301  -0.23
C  2.337  -1.068  3.094  0.49
O  3.283  -0.953  4.107  -0.36
C  4.010  0.259  4.308  0.17
C  3.742  0.659  5.762  -1.34
C  1.626  -2.366  3.121  -0.84
H  3.749  1.056  3.613  -0.03
H  5.076  0.059  4.198  0.30
H  2.697  0.921  5.928  0.33
H  4.252  1.573  6.067  0.39
H  3.909  -0.098  6.528  0.33
H  0.790  -2.370  2.421  0.11
H  1.311  -2.546  4.149  0.45
H  2.315  -3.129  2.757  0.27
C  3.650  1.850  0.334  0.50
O  4.533  2.915  0.167  -0.60
H  4.099  0.876  0.140  0.20
H  3.477  1.690  1.398  -0.44
H  2.675  1.907  -0.151  0.02
H  4.254  3.604  0.775  0.33
C  -3.694  1.088  -2.532  -0.44
O  -3.331  -0.088  -1.830  -0.56
H  -3.579  1.899  -1.813  0.09
H  -2.983  1.258  -3.341  0.20
H  -4.712  1.014  -2.916  0.33
H  -4.140  -0.518  -1.545  0.27
C  -2.776  -3.026  1.296  -0.26
O  -4.053  -3.142  1.804  -0.56
H  -2.077  -3.409  2.040  0.31
H  -2.614  -3.559  0.359  0.30
H  -2.461  -1.984  1.246  -0.06
H  -4.105  -2.534  2.545  0.32
C  0.367  3.675  -2.252  -0.84
O  0.500  3.072  -0.993  -0.54
H  1.339  4.112  -2.480  0.31
H  0.080  3.063  -3.108  0.23
H  -0.347  4.495  -2.183  0.30
H  0.037  2.233  -1.047  0.32
C  0.435  2.451  2.370  -0.15
O  -0.438  3.394  1.675  -0.63
H  0.632  2.683  3.416  0.36
H  0.061  1.427  2.382  0.01
H  1.364  2.571  1.812  0.02
H  -0.267  3.346  0.732  0.50
C  -0.343  -0.062  0.071  -0.27
O  -0.980  0.748  -0.854  0.00
H  -0.834  -0.001  1.043  0.10
H  -0.344  -1.109  -0.230  0.35
H  0.686  0.282  0.175  -0.03
H  -1.883  0.463  -1.016  -0.05

=====

b ends up most stable, edging out the next structure by 503.1 kJ/mol.